## w
{
  "formula": "C42H48F3IrN8P2Se2",
  "method": "wB97M-V/def2-TZVPD",
  "homo_ev": [-15.2, -15.2],
  "multiplicity": 2,
  "s2": 0.7534,
  "total_charge": 3,
  "orbital_gap_ev": [6.3, 5.6],
  "elements": ["Ir", "C", "C", "N", "C", "C", "N", "C", "C", "C", "N", "C", "C", "N", "C", "H", "H", "H", "H", "H", "H", "H", "H", "H", "H", "H", "H", "H", "H", "H", "H", "H", "H", "H", "H", "H", "H", "H", "H", "Se", "P", "C", "C", "C", "C", "C", "C", "C", "C", "C", "C", "C", "C", "C", "C", "N", "N", "N", "P", "Se", "C", "C", "C", "C", "C", "C", "C", "C", "C", "C", "C", "C", "H", "H", "H", "H", "H", "H", "H", "H", "H", "H", "H", "H", "H", "H", "H", "H", "H", "H", "H", "H", "F", "C", "F", "F", "C", "C", "C", "N", "C", "C", "H", "H", "H", "H"],
  "coordinates": [[0.14561, -0.10570, -0.06957], [0.74148, 3.59589, 0.53185], [-0.03988, 3.03453, -0.64577], [0.48257, 1.74689, -1.21458], [1.91520, 1.81078, -1.62223], [2.78744, 1.11032, -0.61752], [2.22646, -0.24882, -0.40080], [3.08684, -1.10838, 0.45271], [2.81339, -0.91608, 1.93634], [1.63508, -1.74022, 2.42639], [0.29880, -1.32579, 1.90920], [-0.51194, -0.58605, 2.92051], [0.01183, 0.82278, 3.04945], [-0.02138, 1.49733, 1.73106], [0.77940, 2.73505, 1.80099], [0.27468, 4.55257, 0.76596], [1.76158, 3.82844, 0.22446], [-0.01857, 3.79098, -1.43486], [-1.08905, 2.87666, -0.38883], [-0.06514, 1.59775, -2.06186], [2.24275, 2.84251, -1.75031], [2.00340, 1.30492, -2.58123], [2.82280, 1.63824, 0.33472], [3.80869, 1.05620, -1.00042], [2.22196, -0.67569, -1.33085], [4.13472, -0.89500, 0.23687], [2.90129, -2.14963, 0.18419], [2.66922, 0.14421, 2.16018], [3.69114, -1.24218, 2.49556], [1.60760, -1.69216, 3.51685], [1.80408, -2.78309, 2.15274], [-0.21786, -2.17139, 1.70853], [-0.47621, -1.08651, 3.89076], [-1.53944, -0.56208, 2.57660], [1.03843, 0.82996, 3.41672], [-0.59830, 1.36158, 3.77804], [-0.99126, 1.74472, 1.54798], [1.80267, 2.44802, 2.04522], [0.42622, 3.33371, 2.64449], [-5.75324, -0.87964, -3.63453], [-5.69310, -0.52410, -1.46171], [-6.65721, 0.93438, -1.12045], [-7.91888, 1.01247, -1.72235], [-8.71651, 2.11854, -1.48995], [-8.25463, 3.14638, -0.67508], [-7.00158, 3.06901, -0.08468], [-6.19203, 1.96444, -0.30458], [-6.37855, -1.94170, -0.63412], [-5.82271, -3.19924, -0.89227], [-6.36589, -4.31664, -0.29250], [-7.47182, -4.18713, 0.54567], [-8.02109, -2.94047, 0.79833], [-7.48049, -1.80694, 0.20574], [-4.01188, -0.29305, -0.82929], [-2.70408, -0.16618, -1.29737], [-1.94692, 0.00817, -0.17142], [-2.74319, -0.00795, 0.89133], [-3.96957, -0.18803, 0.51888], [-1.84269, -0.08995, -2.87274], [0.33654, -0.66354, -3.71263], [-2.65386, -1.31848, -3.92533], [-2.81037, -1.06620, -5.28797], [-3.31355, -2.05631, -6.11361], [-3.63322, -3.30803, -5.59507], [-3.44237, -3.57454, -4.24710], [-2.94245, -2.58494, -3.41341], [-2.27212, 1.53911, -3.53522], [-1.35209, 2.21650, -4.34112], [-1.68104, 3.44940, -4.89069], [-2.91519, 4.02137, -4.62177], [-3.82783, 3.35906, -3.80797], [-3.51128, 2.12766, -3.26580], [-8.27458, 0.21421, -2.36440], [-9.69424, 2.18250, -1.94762], [-8.87639, 4.01525, -0.50462], [-6.65270, 3.87120, 0.55146], [-5.22440, 1.89762, 0.17118], [-4.98598, -3.29570, -1.57622], [-5.94846, -5.29525, -0.48906], [-7.91396, -5.06882, 0.99038], [-8.87906, -2.84656, 1.44990], [-7.91339, -0.83486, 0.39839], [-2.54565, -0.09973, -5.69899], [-3.44092, -1.85912, -7.16971], [-4.01283, -4.08190, -6.24897], [-3.66991, -4.55590, -3.85082], [-2.77083, -2.79157, -2.36262], [-0.39566, 1.76509, -4.56854], [-0.97512, 3.95803, -5.53333], [-3.17198, 4.98049, -5.05167], [-4.79256, 3.80200, -3.59835], [-4.24177, 1.62590, -2.64715], [-0.20706, -7.19515, -1.62802], [-0.23827, -6.59987, -0.43597], [-1.28522, -7.05702, 0.24905], [0.87769, -6.91999, 0.22574], [-0.30091, -5.09128, -0.59721], [0.68316, -4.44698, -1.32733], [0.68684, -3.06429, -1.36332], [-0.22734, -2.31705, -0.72896], [-1.22003, -2.96352, -0.08396], [-1.29163, -4.33879, 0.01051], [1.44181, -5.00771, -1.85757], [1.44077, -2.54266, -1.92959], [-1.98375, -2.35440, 0.38512], [-2.10139, -4.80487, 0.55557]]
}

---

## x
{
  "formula": "C42H48F3IrN8P2Se2",
  "method": "wB97M-V/def2-TZVPD",
  "homo_ev": [-16.0, -16.0],
  "multiplicity": 2,
  "s2": 0.7541,
  "total_charge": 3,
  "orbital_gap_ev": [9.1, 6.2],
  "elements": ["Ir", "C", "C", "N", "C", "C", "N", "C", "C", "C", "N", "C", "C", "N", "C", "H", "H", "H", "H", "H", "H", "H", "H", "H", "H", "H", "H", "H", "H", "H", "H", "H", "H", "H", "H", "H", "H", "H", "H", "Se", "P", "C", "C", "C", "C", "C", "C", "C", "C", "C", "C", "C", "C", "C", "C", "N", "N", "N", "P", "Se", "C", "C", "C", "C", "C", "C", "C", "C", "C", "C", "C", "C", "H", "H", "H", "H", "H", "H", "H", "H", "H", "H", "H", "H", "H", "H", "H", "H", "H", "H", "H", "H", "F", "C", "F", "F", "C", "C", "C", "N", "C", "C", "H", "H", "H", "H"],
  "coordinates": [[1.93945, 0.15105, -0.16469], [3.84303, 2.13410, -2.33018], [4.07614, 2.37629, -0.82257], [2.93694, 1.99576, 0.04676], [3.22237, 2.23488, 1.48920], [2.09299, 1.66035, 2.32429], [1.79110, 0.25727, 1.91619], [2.53427, -0.81174, 2.64267], [4.04088, -0.94073, 2.40695], [4.60908, -0.77340, 0.99363], [3.65814, -1.03358, -0.10601], [4.35226, -0.94585, -1.41649], [3.32197, -0.89547, -2.52429], [2.27111, 0.12575, -2.22878], [2.53665, 1.48613, -2.77847], [4.68613, 1.57419, -2.73640], [3.87283, 3.09655, -2.84126], [4.28642, 3.43328, -0.64795], [4.95490, 1.83356, -0.47631], [2.16142, 2.62783, -0.19268], [3.31313, 3.30658, 1.67835], [4.17930, 1.78231, 1.74153], [1.18653, 2.24319, 2.15843], [2.33748, 1.70847, 3.38684], [0.81447, 0.07601, 2.14395], [2.03520, -1.73982, 2.35934], [2.36974, -0.66806, 3.71298], [4.28963, -1.93975, 2.76832], [4.58902, -0.26235, 3.06296], [5.47149, -1.43478, 0.87693], [4.98486, 0.23672, 0.84501], [3.32407, -2.01692, -0.04931], [5.00612, -1.81066, -1.54949], [4.98235, -0.05948, -1.40968], [2.80986, -1.85671, -2.58089], [3.78761, -0.70436, -3.49239], [1.42223, -0.22018, -2.67081], [1.68661, 2.10750, -2.49800], [2.55426, 1.42147, -3.86860], [-4.88155, 0.85354, -1.30344], [-3.59739, 2.47568, -0.58762], [-3.78811, 3.71500, -1.85133], [-4.49292, 4.88621, -1.57293], [-4.66528, 5.82388, -2.57883], [-4.14831, 5.58772, -3.84460], [-3.45762, 4.41112, -4.12281], [-3.27817, 3.46791, -3.13090], [-4.06920, 3.10792, 1.01559], [-5.23936, 2.68757, 1.64480], [-5.59043, 3.24009, 2.86805], [-4.78189, 4.20530, 3.45126], [-3.61652, 4.62655, 2.81899], [-3.25193, 4.08121, 1.60062], [-1.85846, 1.99546, -0.52071], [-1.10840, 0.83449, -0.31328], [0.18045, 1.24125, -0.32872], [0.21669, 2.55358, -0.52136], [-0.99138, 3.02274, -0.64022], [-1.40781, -0.90464, 0.02110], [0.51472, -1.91286, -0.29890], [-2.65847, -1.51956, -1.09496], [-2.48339, -1.35306, -2.47065], [-3.43402, -1.84249, -3.34475], [-4.55584, -2.50520, -2.85016], [-4.72457, -2.68442, -1.48552], [-3.77491, -2.19327, -0.59769], [-1.96509, -1.07476, 1.71617], [-2.85442, -0.14008, 2.24908], [-3.33201, -0.29641, 3.53822], [-2.92958, -1.38919, 4.29779], [-2.04652, -2.32136, 3.77103], [-1.55636, -2.16684, 2.48193], [-4.90365, 5.06607, -0.58829], [-5.20677, 6.73693, -2.37388], [-4.28866, 6.32281, -4.62576], [-3.06899, 4.23414, -5.11622], [-2.75187, 2.54439, -3.34345], [-5.88148, 1.95040, 1.17954], [-6.50344, 2.92737, 3.35649], [-5.06518, 4.64198, 4.39969], [-2.99920, 5.38975, 3.27296], [-2.35116, 4.41728, 1.10048], [-1.60774, -0.83951, -2.85261], [-3.30874, -1.71554, -4.41151], [-5.29661, -2.89070, -3.53807], [-5.59032, -3.21172, -1.10839], [-3.90410, -2.33724, 0.46772], [-3.17426, 0.71904, 1.67350], [-4.01562, 0.43399, 3.95042], [-3.30716, -1.51391, 5.30386], [-1.74043, -3.17325, 4.36287], [-0.87136, -2.89861, 2.07269], [4.93508, -8.45614, 0.12500], [3.62809, -8.18237, 0.07343], [3.10548, -8.81360, -0.97808], [3.05898, -8.66583, 1.18280], [3.41488, -6.68469, -0.01548], [3.75278, -5.88676, 1.06717], [3.56690, -4.52291, 0.95354], [3.07997, -3.93269, -0.14389], [2.75372, -4.71883, -1.17133], [2.90307, -6.09578, -1.15688], [4.14960, -6.31626, 1.97691], [3.81883, -3.87292, 1.78428], [2.34158, -4.23350, -2.04881], [2.62370, -6.68982, -2.01506]]
}

---

In terms of stability, x leads; the second structure lies 4.196 eV higher.

---

## w
{
  "formula": "C3H8N2O3S",
  "method": "wB97M-V/def2-TZVPD",
  "smiles": "CN=[S@](=O)(O)NCC=O",
  "homo_ev": -9.5,
  "orbital_gap_ev": 9.9,
  "elements": ["C", "N", "S", "O", "O", "N", "C", "C", "O", "H", "H", "H", "H", "H", "H", "H", "H"],
  "coordinates": [[0.29190, -2.34651, 0.23471], [0.72759, -0.97513, -0.09427], [0.38733, -0.56637, -1.53110], [-0.46814, -1.27271, -2.44261], [1.74883, -0.21533, -2.35059], [-0.40547, 0.99037, -1.26136], [-0.42306, 1.32482, 0.17375], [0.96463, 1.65286, 0.67073], [1.56673, 2.67197, 0.57449], [1.04150, -2.73517, 0.88870], [-0.52984, -2.21393, 0.91007], [0.29272, -3.14954, -0.46273], [2.46762, 0.06517, -1.80282], [0.07377, 1.57736, -1.96000], [-0.79719, 0.35990, 0.57824], [-1.09131, 2.20591, 0.38443], [1.30275, 0.71854, 1.19800]]
}

---

## x
{
  "formula": "C3H8N2O3S",
  "method": "wB97M-V/def2-TZVPD",
  "homo_ev": -9.8,
  "orbital_gap_ev": 9.9,
  "elements": ["C", "C", "C", "N", "N", "O", "O", "O", "S", "H", "H", "H", "H", "H", "H", "H", "H"],
  "coordinates": [[0.52002, -0.47171, -0.12237], [-0.57159, 1.72664, 0.12673], [-1.94420, -0.44087, 0.11089], [0.36031, -1.73885, -0.28130], [-0.59749, 0.29929, 0.01513], [2.85208, -0.81916, 0.83717], [2.58010, 0.09333, -1.53395], [2.23158, 1.53413, 0.43510], [2.32465, 0.13841, -0.10208], [-1.19991, 2.09969, 1.04133], [-1.01117, 2.13430, -0.72616], [0.45887, 1.94138, 0.30570], [-1.84020, -1.28691, 0.66887], [-2.18683, -0.80340, -0.88231], [-2.74902, 0.20570, 0.51124], [-0.44635, -2.36534, -0.13798], [1.21915, -2.24662, -0.26601]]
}

---

In terms of stability, x leads; the second structure lies 2.213 eV higher.

---

## w
{
  "formula": "C32H25ClCsN5P",
  "method": "wB97M-V/def2-TZVPD",
  "homo_ev": -10.5,
  "total_charge": 1,
  "orbital_gap_ev": 7.9,
  "elements": ["Cs", "N", "C", "N", "C", "N", "N", "C", "C", "C", "C", "C", "C", "N", "C", "C", "C", "C", "C", "C", "H", "H", "H", "H", "H", "H", "H", "H", "H", "H", "H", "Cl", "C", "C", "C", "C", "C", "C", "P", "C", "C", "C", "C", "C", "C", "C", "C", "C", "C", "C", "C", "H", "H", "H", "H", "H", "H", "H", "H", "H", "H", "H", "H", "H", "H"],
  "coordinates": [[-0.16529, 0.82994, 0.44397], [1.24131, 5.85133, 0.36801], [1.12225, 4.51756, 0.38198], [0.01319, 3.84963, 0.38846], [-1.19180, 4.56616, 0.37702], [-2.36491, 4.03138, 0.37412], [-2.37981, 2.63352, 0.38835], [-3.56987, 2.18050, 0.39339], [-3.87511, 0.72257, 0.44100], [-5.20290, 0.32544, 0.43411], [-5.50175, -1.02763, 0.50027], [-4.46343, -1.93527, 0.59115], [-3.16268, -1.44911, 0.60768], [-2.86234, -0.15515, 0.52496], [-1.12907, 6.04314, 0.36664], [-2.27870, 6.83738, 0.35807], [-2.17789, 8.21102, 0.34286], [-0.91994, 8.81992, 0.33555], [0.22745, 8.05706, 0.34426], [0.10793, 6.66964, 0.35991], [2.15935, 6.26211, 0.36213], [2.06454, 3.97635, 0.38570], [-4.41194, 2.87195, 0.38299], [-5.98783, 1.06813, 0.37352], [-6.53137, -1.36063, 0.48822], [-4.64493, -2.99871, 0.66011], [-2.32483, -2.13344, 0.70603], [-3.23941, 6.34289, 0.36266], [-3.07353, 8.81677, 0.33592], [-0.84288, 9.89911, 0.32274], [1.20532, 8.52369, 0.33836], [2.78804, 0.37738, 0.34294], [3.73442, -1.10878, 0.50703], [5.10785, -0.99776, 0.59286], [5.85797, -2.15849, 0.71904], [5.22312, -3.39157, 0.75021], [3.84039, -3.46871, 0.65042], [3.05677, -2.32404, 0.52148], [1.21886, -2.35022, 0.40710], [0.81422, -4.09558, 0.73637], [0.87927, -5.10388, -0.22432], [0.58356, -6.41679, 0.11424], [0.22548, -6.73550, 1.41867], [0.15462, -5.73940, 2.38290], [0.43803, -4.42434, 2.03818], [0.94924, -2.21377, -1.40428], [-0.36199, -2.37147, -1.86352], [-0.66444, -2.24744, -3.21054], [0.34054, -1.93714, -4.12012], [1.64197, -1.76477, -3.67542], [1.94583, -1.90728, -2.32516], [5.57442, -0.02299, 0.56134], [6.93559, -2.09318, 0.79218], [5.80286, -4.30006, 0.84714], [3.35695, -4.43730, 0.67453], [1.16157, -4.86434, -1.24290], [0.63845, -7.19266, -0.63886], [-0.00050, -7.76090, 1.68183], [-0.12586, -5.98422, 3.39932], [0.36841, -3.64708, 2.79126], [-1.15111, -2.62398, -1.16377], [-1.68168, -2.39273, -3.55120], [0.10811, -1.83343, -5.17204], [2.42918, -1.52827, -4.37996], [2.97075, -1.78659, -1.99706]]
}

---

## x
{
  "formula": "C32H25ClCsN5P",
  "method": "wB97M-V/def2-TZVPD",
  "homo_ev": -10.5,
  "total_charge": 1,
  "orbital_gap_ev": 7.9,
  "elements": ["Cs", "N", "C", "N", "C", "N", "N", "C", "C", "C", "C", "C", "C", "N", "C", "C", "C", "C", "C", "C", "H", "H", "H", "H", "H", "H", "H", "H", "H", "H", "H", "Cl", "C", "C", "C", "C", "C", "C", "P", "C", "C", "C", "C", "C", "C", "C", "C", "C", "C", "C", "C", "H", "H", "H", "H", "H", "H", "H", "H", "H", "H", "H", "H", "H", "H"],
  "coordinates": [[0.02539, -0.06950, 0.27135], [-2.79946, 4.00575, -1.18935], [-2.10110, 3.03571, -0.57851], [-1.39973, 2.12259, -1.16367], [-1.34948, 2.11769, -2.55807], [-0.70651, 1.25644, -3.26955], [-0.05201, 0.26232, -2.51621], [0.62853, -0.49548, -3.28646], [1.42766, -1.66165, -2.81819], [2.05621, -2.43626, -3.78430], [2.79974, -3.53649, -3.38086], [2.89033, -3.81688, -2.03181], [2.23517, -2.98191, -1.13392], [1.51706, -1.92904, -1.50792], [-2.07675, 3.16931, -3.29484], [-2.07115, 3.25852, -4.69091], [-2.77238, 4.25668, -5.32961], [-3.49943, 5.19306, -4.58950], [-3.52161, 5.12701, -3.21332], [-2.80621, 4.11137, -2.58133], [-3.30379, 4.66788, -0.62349], [-2.15816, 3.04918, 0.50645], [0.63356, -0.28338, -4.35539], [1.96126, -2.18165, -4.83083], [3.29785, -4.16021, -4.11086], [3.45705, -4.66090, -1.66447], [2.29280, -3.17401, -0.06802], [-1.50802, 2.53162, -5.25752], [-2.75991, 4.31567, -6.40905], [-4.04805, 5.97503, -5.09669], [-4.07985, 5.84621, -2.62778], [1.47293, 0.37133, 3.00016], [0.95072, -0.36088, 4.53752], [1.78043, -0.13983, 5.62010], [1.42621, -0.68540, 6.84517], [0.26013, -1.42481, 6.96073], [-0.55451, -1.61851, 5.85669], [-0.23377, -1.08679, 4.60510], [-1.24066, -1.42675, 3.11846], [-2.45187, -2.66379, 3.66261], [-2.23333, -3.98976, 3.30058], [-3.11814, -4.98510, 3.69353], [-4.23615, -4.65855, 4.44402], [-4.46935, -3.33658, 4.80721], [-3.58124, -2.34776, 4.42130], [-2.27683, 0.08485, 2.95148], [-3.36612, 0.04677, 2.07380], [-4.17704, 1.15634, 1.90384], [-3.89718, 2.33520, 2.58712], [-2.79849, 2.39510, 3.43095], [-1.99388, 1.27538, 3.61421], [2.68101, 0.44147, 5.48660], [2.06936, -0.53025, 7.70089], [-0.01901, -1.85506, 7.91273], [-1.45810, -2.20398, 5.96228], [-1.36749, -4.25324, 2.70393], [-2.93619, -6.01139, 3.40414], [-4.93023, -5.43232, 4.74453], [-5.34307, -3.08093, 5.39172], [-3.77063, -1.32015, 4.70872], [-3.61144, -0.87038, 1.54803], [-5.03258, 1.09366, 1.24368], [-4.54419, 3.19606, 2.47427], [-2.57622, 3.30549, 3.97272], [-1.15768, 1.33071, 4.29971]]
}

---

In terms of stability, x leads; the second structure lies 0.122 eV higher.